(1)
A molecular structure, C53H60N5SV at a distorted geometry. Source: OMol25; level of theory: ωB97M-V with the def2-TZVPD basis set.

Values from the calculation:
F_max (eV/A): 1.27
HOMO level (alpha / beta) (Eh): -0.240 / -0.257
Energy (eV): -99911.0977
Kohn-Sham gap (alpha / beta) (eV): 5.430 / 5.697
Multiplicity: 3
LUMO energy (alpha / beta) (eV): -1.11 / -1.30

Geometry (Å):
1 V 0.22 0.51 -0.63
2 C 3.29 -3.63 3.46
3 C 2.00 -2.86 3.78
4 C 1.83 -1.65 2.91
5 C 1.96 -0.24 3.47
6 C 3.10 -0.05 4.50
7 C 2.74 0.13 5.98
8 C 2.08 0.64 2.18
9 C 1.60 2.07 2.22
10 C 1.05 2.82 1.25
11 C 0.90 4.28 1.36
12 C 1.38 5.10 2.52
13 C 2.88 5.37 2.44
14 C 0.34 4.72 0.21
15 C 0.10 3.54 -0.61
16 C -0.57 3.56 -1.88
17 C -0.97 2.47 -2.60
18 N -0.80 1.16 -2.24
19 C -1.41 0.37 -3.18
20 C -1.50 -1.00 -3.15
21 C -0.94 -1.85 -2.15
22 N -0.24 -1.43 -1.10
23 C 0.14 -2.58 -0.35
24 C 0.85 -2.67 0.80
25 C 1.39 -1.62 1.64
26 N 1.94 -0.02 -0.15
27 C -0.41 -3.75 -1.04
28 C -1.07 -3.31 -2.14
29 C -1.77 -4.10 -3.20
30 C -0.91 -4.27 -4.46
31 C -0.22 -5.17 -0.60
32 C 1.16 -5.71 -1.00
33 C -2.00 1.24 -4.22
34 C -1.72 2.51 -3.88
35 C -2.05 3.77 -4.61
36 C -0.84 4.32 -5.38
37 C -2.70 0.72 -5.43
38 C -1.73 0.24 -6.51
39 N 0.53 2.44 -0.02
40 C 0.03 6.12 -0.22
41 C 1.05 6.66 -1.23
42 H 3.38 -4.51 4.10
43 H 4.17 -3.01 3.60
44 H 3.29 -3.97 2.42
45 H 1.99 -2.56 4.82
46 H 1.14 -3.52 3.64
47 H 3.69 0.80 4.20
48 H 3.76 -0.91 4.42
49 H 2.11 1.01 6.14
50 H 3.65 0.26 6.55
51 H 2.21 -0.73 6.38
52 H 1.89 2.61 3.12
53 H 1.14 4.58 3.45
54 H 0.83 6.04 2.54
55 H 3.45 4.44 2.40
56 H 3.22 5.94 3.31
57 H 3.12 5.94 1.54
58 H -0.82 4.54 -2.28
59 H -2.04 -1.48 -3.95
60 H 0.97 -3.68 1.18
61 H -2.71 -3.60 -3.46
62 H -2.04 -5.08 -2.81
63 H -0.63 -3.30 -4.87
64 H -1.45 -4.82 -5.23
65 H 0.00 -4.81 -4.23
66 H -1.00 -5.79 -1.04
67 H -0.35 -5.24 0.48
68 H 1.28 -5.70 -2.08
69 H 1.28 -6.74 -0.65
70 H 1.96 -5.11 -0.57
71 H -2.40 4.53 -3.90
72 H -2.87 3.59 -5.30
73 H -0.01 4.51 -4.71
74 H -1.10 5.24 -5.90
75 H -0.50 3.59 -6.13
76 H -3.34 1.51 -5.84
77 H -3.37 -0.09 -5.14
78 H -1.09 1.06 -6.84
79 H -2.26 -0.15 -7.37
80 H -1.08 -0.55 -6.12
81 H 0.01 6.77 0.66
82 H -0.97 6.16 -0.65
83 H 2.05 6.67 -0.79
84 H 0.79 7.67 -1.54
85 H 1.09 6.02 -2.12
86 C -4.43 -2.14 -0.10
87 C -4.39 -2.41 1.40
88 C -5.67 -1.84 2.03
89 C -4.35 -3.93 1.61
90 C -3.18 -1.78 2.08
91 C -2.97 -1.96 3.46
92 C -1.84 -1.43 4.06
93 C -0.89 -0.70 3.34
94 S 0.34 0.12 4.30
95 C 1.26 -0.21 1.21
96 N -0.17 0.11 1.15
97 C -1.07 -0.54 1.96
98 C -2.23 -1.07 1.37
99 C 3.43 0.72 1.48
100 C 4.66 1.23 1.87
101 C 5.68 1.37 0.93
102 C 5.46 1.03 -0.40
103 C 4.22 0.56 -0.81
104 C 3.20 0.42 0.13
105 H -5.31 -2.61 -0.53
106 H -3.55 -2.55 -0.60
107 H -4.47 -1.07 -0.31
108 H -6.55 -2.29 1.56
109 H -5.72 -0.76 1.90
110 H -5.72 -2.05 3.10
111 H -5.21 -4.40 1.13
112 H -4.37 -4.19 2.67
113 H -3.44 -4.35 1.17
114 H -3.68 -2.51 4.06
115 H -1.69 -1.56 5.13
116 H -2.32 -0.94 0.30
117 H 4.85 1.54 2.89
118 H 6.65 1.75 1.24
119 H 6.25 1.15 -1.12
120 H 4.04 0.31 -1.85


(2)
A molecular structure, C53H62CuIN5P2SSb. Source: OMol25; level of theory: ωB97M-V with the def2-TZVPD basis set.

Values from the calculation:
F_max (eV/A): 0.62
HOMO level (alpha / beta) (Eh): -0.363 / -0.363
Energy (eV): -152103.9538
Kohn-Sham gap (alpha / beta) (eV): 6.950 / 5.915
Net charge: +1
Multiplicity: 2
LUMO energy (alpha / beta) (eV): -2.92 / -3.96

Geometry (Å):
1 Cu 1.16 -0.28 0.78
2 C -1.96 0.81 2.17
3 P -0.15 0.92 2.33
4 C 0.18 -0.16 3.80
5 N 0.20 0.37 5.00
6 C 0.50 -0.45 6.04
7 C 0.55 0.08 7.35
8 C 0.85 -0.73 8.40
9 C 1.10 -2.11 8.19
10 C 1.05 -2.65 6.94
11 C 0.75 -1.82 5.84
12 N 0.70 -2.36 4.59
13 C 0.43 -1.56 3.59
14 P 0.34 -2.26 1.88
15 C -1.37 -2.89 1.91
16 C 1.33 -3.84 1.78
17 C 0.85 -4.93 2.74
18 C 1.14 -4.34 0.34
19 C 2.81 -3.57 2.01
20 C 0.12 2.72 2.73
21 C 1.61 3.03 2.87
22 C -0.43 3.46 1.50
23 C -0.62 3.21 3.98
24 H -2.46 1.25 3.03
25 H -2.26 -0.24 2.09
26 H -2.29 1.32 1.26
27 H 0.35 1.14 7.48
28 H 0.89 -0.33 9.40
29 H 1.34 -2.74 9.04
30 H 1.24 -3.70 6.76
31 H -1.50 -3.51 2.80
32 H -1.58 -3.48 1.02
33 H -2.09 -2.08 1.94
34 H -0.18 -5.23 2.55
35 H 0.94 -4.63 3.78
36 H 1.47 -5.82 2.58
37 H 0.11 -4.63 0.13
38 H 1.76 -5.23 0.20
39 H 1.44 -3.60 -0.40
40 H 3.01 -3.27 3.04
41 H 3.20 -2.82 1.34
42 H 3.36 -4.50 1.83
43 H 2.18 2.70 2.01
44 H 2.03 2.57 3.77
45 H 1.72 4.11 2.96
46 H -0.03 3.06 0.57
47 H -0.12 4.51 1.57
48 H -1.52 3.43 1.45
49 H -0.21 2.79 4.89
50 H -1.69 2.98 3.95
51 H -0.53 4.30 4.01
52 I 3.52 -0.08 2.44
53 C 4.53 -0.28 0.62
54 C 5.88 -0.06 0.61
55 C 6.59 -0.22 -0.60
56 C 5.95 -0.62 -1.73
57 C 4.55 -0.87 -1.72
58 C 3.89 -1.31 -2.89
59 C 2.56 -1.57 -2.88
60 C 1.80 -1.36 -1.71
61 C 2.39 -0.89 -0.56
62 C 3.80 -0.68 -0.53
63 H 6.40 0.24 1.51
64 H 7.66 -0.04 -0.61
65 H 6.49 -0.76 -2.65
66 H 4.48 -1.46 -3.79
67 H 2.06 -1.92 -3.78
68 H 0.74 -1.57 -1.74
69 C 2.42 2.53 -1.51
70 C 1.71 3.05 -2.72
71 C 2.41 3.88 -3.60
72 C 1.80 4.42 -4.72
73 C 0.47 4.13 -5.00
74 C -0.23 3.30 -4.14
75 C 0.37 2.76 -3.00
76 Sb -0.83 1.47 -1.77
77 C -1.50 0.40 -3.52
78 C -0.38 -0.15 -4.15
79 C -0.46 -0.87 -5.33
80 C -1.70 -1.06 -5.91
81 C -2.83 -0.52 -5.31
82 C -2.76 0.21 -4.12
83 C -4.04 0.77 -3.57
84 C -2.42 2.78 -1.16
85 C -3.52 2.07 -0.66
86 C -4.63 2.70 -0.12
87 C -4.63 4.09 -0.04
88 C -3.54 4.80 -0.49
89 C -2.42 4.17 -1.04
90 C -1.27 5.06 -1.47
91 H 3.50 2.61 -1.62
92 H 2.19 1.48 -1.32
93 H 2.15 3.09 -0.61
94 H 3.45 4.10 -3.40
95 H 2.37 5.06 -5.39
96 H -0.01 4.54 -5.88
97 H -1.26 3.05 -4.37
98 H 0.61 0.02 -3.72
99 H 0.44 -1.25 -5.79
100 H -1.80 -1.61 -6.84
101 H -3.80 -0.66 -5.77
102 H -4.83 0.72 -4.32
103 H -3.93 1.81 -3.27
104 H -4.38 0.21 -2.69
105 H -3.53 0.99 -0.73
106 H -5.47 2.13 0.23
107 H -5.48 4.61 0.38
108 H -3.54 5.88 -0.41
109 H -1.22 5.94 -0.83
110 H -1.40 5.40 -2.50
111 H -0.31 4.55 -1.43
112 C -1.74 -4.53 -3.90
113 C -1.46 -4.54 -2.40
114 C -2.15 -3.42 -1.68
115 N -1.54 -2.37 -1.26
116 N -2.37 -1.46 -0.65
117 C -3.61 -1.86 -0.62
118 N -4.63 -1.14 -0.07
119 S -3.86 -3.40 -1.37
120 H -1.25 -5.37 -4.39
121 H -1.36 -3.60 -4.35
122 H -2.80 -4.59 -4.11
123 H -0.40 -4.43 -2.20
124 H -1.78 -5.50 -1.97
125 H -4.35 -0.40 0.56
126 H -5.48 -1.61 0.16